(1)
Molecular formula: C25H28Br56N
Method: DFT, the ωB97M-V functional and the def2-TZVPD basis

Computed properties:
Charge: +1
Gap between HOMO and LUMO in eV: 6.91
Highest occupied orbital energy in eV: -11.043
F_max in eV Å⁻¹: 4.8

XYZ file:
```
110
Properties=species:S:1:pos:R:3:lowdin_charge:R:1
C 4.03 3.25 0.39 -0.124
C 4.13 2.03 -0.73 -0.599
Br 5.93 1.17 -1.07 0.595
C 2.92 1.59 -1.47 -0.594
Br 3.13 0.14 -2.84 0.644
C 1.46 2.27 -1.19 -0.245
C 0.69 1.96 0.25 0.105
N 0.00 3.09 0.63 0.049
C 0.23 4.24 -0.37 -0.171
C 1.18 3.82 -1.68 -0.080
H 5.03 3.18 1.03 0.083
H 3.98 4.27 -0.19 0.080
H 3.13 3.13 1.14 0.086
H 0.75 1.67 -1.94 0.142
H 0.75 0.91 0.77 0.187
H -0.60 3.23 1.47 0.126
H -0.72 4.90 -0.57 0.075
H 0.96 4.94 0.26 0.114
H 0.38 3.84 -2.57 0.081
H 2.13 4.50 -1.88 0.144
C -0.35 8.23 -0.41 -1.555
Br 1.58 8.14 -0.19 0.573
Br -0.91 7.69 -2.19 0.565
Br -1.28 7.22 0.97 0.547
H -0.64 9.28 -0.29 -0.017
C -3.98 2.68 -0.23 -1.540
Br -3.13 2.00 1.39 0.556
Br -4.63 4.50 0.01 0.588
Br -2.82 2.52 -1.77 0.530
H -4.86 2.05 -0.42 -0.095
C -5.75 -1.69 0.45 -1.533
Br -4.91 -2.37 2.07 0.557
Br -6.40 0.13 0.68 0.597
Br -4.59 -1.86 -1.10 0.516
H -6.63 -2.32 0.26 -0.009
C 4.57 -2.27 -5.60 -1.623
Br 6.45 -2.65 -5.91 0.564
Br 3.64 -1.81 -7.25 0.557
Br 3.68 -3.71 -4.65 0.546
H 4.52 -1.39 -4.95 -0.084
C -2.69 -1.00 5.56 -1.602
Br -2.45 0.85 5.02 0.520
Br -0.99 -1.93 5.74 0.563
Br -3.77 -1.14 7.18 0.574
H -3.25 -1.50 4.76 -0.058
C -1.16 5.74 -5.57 -1.581
Br 0.77 5.66 -5.35 0.562
Br -1.71 5.20 -7.35 0.583
Br -2.09 4.74 -4.19 0.490
H -1.45 6.79 -5.45 -0.025
C 8.25 4.99 -0.92 -1.583
Br 9.17 3.50 -0.07 0.540
Br 7.47 4.48 -2.63 0.544
Br 6.94 5.80 0.26 0.555
H 9.01 5.75 -1.14 -0.020
C -6.58 -0.66 -4.46 -1.584
Br -7.93 -0.54 -3.07 0.539
Br -4.98 0.36 -4.02 0.486
Br -6.16 -2.51 -4.90 0.572
H -7.01 -0.21 -5.36 -0.092
C -5.11 -6.58 3.41 -1.579
Br -3.52 -6.42 2.30 0.510
Br -5.37 -5.01 4.53 0.522
Br -6.69 -6.99 2.36 0.563
H -4.94 -7.43 4.09 -0.021
C 9.23 -0.71 0.98 -1.591
Br 7.88 -0.59 2.37 0.550
Br 10.82 0.31 1.42 0.549
Br 9.65 -2.56 0.54 0.581
H 8.80 -0.26 0.08 -0.047
C 9.81 -0.18 5.83 -1.586
Br 10.05 1.67 5.28 0.527
Br 11.51 -1.11 6.01 0.570
Br 8.74 -0.32 7.45 0.508
H 9.25 -0.68 5.03 -0.073
C -2.22 -6.63 -1.50 -1.579
Br -1.38 -7.31 0.11 0.527
Br -2.87 -4.81 -1.27 0.515
Br -1.06 -6.79 -3.05 0.549
H -3.10 -7.26 -1.69 -0.043
C 5.29 2.23 7.35 -1.586
Br 4.62 0.70 8.35 0.560
Br 6.98 2.88 8.06 0.549
Br 5.41 1.84 5.44 0.525
H 4.56 3.04 7.46 -0.025
C -4.02 -9.82 -4.81 -1.615
Br -3.18 -10.50 -3.20 0.534
Br -4.67 -8.00 -4.58 0.545
Br -2.86 -9.99 -6.36 0.566
H -4.90 -10.45 -5.00 -0.131
C -7.18 -12.86 -3.52 -1.578
Br -7.14 -11.18 -2.53 0.558
Br -9.00 -13.38 -3.97 0.571
Br -6.03 -12.80 -5.09 0.613
H -6.78 -13.63 -2.86 -0.019
C -7.17 3.38 -6.27 -1.570
Br -7.56 3.20 -4.37 0.547
Br -5.31 3.85 -6.58 0.532
Br -7.69 1.79 -7.27 0.604
H -7.78 4.21 -6.65 -0.021
C 5.75 -3.26 8.59 -1.603
Br 5.57 -3.15 6.66 0.529
Br 4.81 -4.80 9.32 0.564
Br 7.61 -3.21 9.15 0.541
H 5.26 -2.37 9.01 -0.055
C -5.36 6.96 2.92 -1.594
Br -5.12 8.81 2.37 0.572
Br -3.66 6.03 3.09 0.473
Br -6.44 6.82 4.53 0.589
H -5.92 6.46 2.12 -0.047
```

***

(2)
Molecular formula: C4H8OSe
Method: DFT, the ωB97M-V functional and the def2-TZVPD basis

Computed properties:
Charge: 0
Gap between HOMO and LUMO (spin up / spin down) in eV: 7.00 / 7.48
Multiplicity: 3
Energy relative to the best compared isomer or geometry (same formula, charge and spin) in kJ/mol: 0.0
Expectation value of S²: 2.006
Highest occupied orbital energy (spin up / spin down) in eV: -6.178 / -9.492
F_max in eV Å⁻¹: 8.9

XYZ file:
```
14
Properties=species:S:1:pos:R:3:lowdin_charge:R:1
C 0.68 0.89 1.38 -0.204
C -0.85 -0.46 -1.83 -0.157
C 0.36 -0.52 -0.90 -0.332
C -0.16 -0.35 0.46 -0.825
O 0.61 0.51 2.74 -0.139
Se -1.34 -1.26 1.17 0.959
H 1.63 0.78 0.95 0.057
H -1.61 -1.22 -1.78 0.042
H -0.60 -0.69 -2.93 0.095
H -1.30 0.52 -1.84 0.073
H 1.11 0.23 -1.05 0.100
H 0.77 -1.50 -1.06 0.101
H 0.68 2.05 1.37 0.136
H 0.02 1.01 3.32 0.095
```

***

(3)
Molecular formula: CH8N5O
Method: DFT, the ωB97M-V functional and the def2-TZVPD basis

Computed properties:
Charge: +1
Gap between HOMO and LUMO in eV: 11.47
Energy relative to the best compared isomer or geometry (same formula, charge and spin) in kJ/mol: 9.5
SMILES string: NNN/[NH+]=C(/N)O
Highest occupied orbital energy in eV: -14.447
F_max in eV Å⁻¹: 6.8

XYZ file:
```
15
Properties=species:S:1:pos:R:3:lowdin_charge:R:1
N 0.26 2.09 0.58 -0.001
N -0.05 0.96 1.40 -0.141
N 0.67 -0.17 1.10 -0.061
N -0.04 -1.03 0.30 0.090
C -0.24 -0.92 -0.96 -0.438
N -0.84 -1.85 -1.72 0.231
O 0.14 0.19 -1.54 0.169
H 0.87 2.71 1.07 0.080
H -0.71 2.55 0.49 0.140
H 0.11 1.21 2.47 0.183
H 1.61 -0.10 1.13 0.113
H -0.24 -1.98 0.80 0.234
H -1.10 -2.79 -1.46 0.138
H -0.98 -1.71 -2.74 0.168
H 0.56 0.83 -0.92 0.096
```

***

(4)
Molecular formula: C47H71F3N4O18S2
Method: DFT, the ωB97M-V functional and the def2-TZVPD basis

Computed properties:
Charge: 0
Gap between HOMO and LUMO in eV: 7.60
SMILES string: CCCCN(CCCCc1c(CCOCC(F)(F)F)c(ON=O)cc2nc(CCc3ccccc3)cnc12)C(=S)SCCC.COC(=O)OC.COC(=O)OC.COC(=O)OC.COC(=O)OC.COC(=O)OC
Highest occupied orbital energy in eV: -8.576
F_max in eV Å⁻¹: 6.3

XYZ file:
```
145
Properties=species:S:1:pos:R:3:lowdin_charge:R:1
C -4.44 -0.27 7.05 -0.135
C -2.97 -0.40 7.74 -0.254
C -2.12 -1.61 7.09 -0.176
C -0.90 -1.11 6.12 -0.214
N -1.40 -1.01 4.72 -0.207
C -0.33 -1.15 3.69 -0.195
C 0.46 0.20 3.33 -0.186
C -0.17 0.89 2.01 -0.215
C 0.91 1.43 0.95 -0.148
C 0.40 1.35 -0.58 -0.029
C 1.35 0.66 -1.61 -0.031
C 2.77 -0.01 -1.22 -0.108
C 2.54 -1.60 -0.98 -0.173
O 1.74 -2.22 -2.02 -0.167
C 0.81 -3.17 -1.48 -0.080
C -0.24 -3.72 -2.58 -0.337
F -1.52 -3.09 -2.47 0.050
F -0.46 -5.13 -2.36 0.033
F 0.24 -3.63 -3.92 0.076
C 0.93 0.58 -3.14 -0.133
O 1.76 -0.01 -4.18 -0.091
N 1.98 0.90 -5.20 0.000
O 2.50 1.89 -4.78 0.056
C -0.43 1.17 -3.54 0.071
C -1.44 1.85 -2.53 -0.139
N -2.68 2.31 -3.09 0.141
C -3.45 2.89 -2.03 -0.216
C -4.93 3.43 -2.44 -0.135
C -5.98 2.46 -1.65 -0.169
C -5.63 0.93 -2.00 -0.177
C -5.43 -0.13 -0.86 -0.033
C -5.05 -1.62 -1.13 -0.065
C -4.87 -2.03 -2.62 -0.070
C -5.10 -0.99 -3.79 -0.060
C -5.48 0.49 -3.50 -0.028
C -3.04 3.05 -0.54 -0.044
N -1.79 2.58 -0.04 0.101
C -0.99 1.95 -1.05 -0.113
C -2.28 0.16 4.50 -0.951
S -2.02 1.70 5.17 0.637
S -3.83 0.04 3.46 0.833
C -3.73 -1.43 2.32 -0.478
C -4.76 -2.60 2.78 -0.278
C -3.90 -3.92 3.13 -0.125
H -4.54 0.79 6.64 0.051
H -4.54 -1.04 6.20 0.046
H -5.29 -0.51 7.79 0.070
H -2.42 0.59 7.81 0.078
H -3.19 -0.72 8.83 0.099
H -2.79 -2.32 6.49 0.102
H -1.63 -2.18 7.97 0.109
H -0.12 -1.96 6.19 0.124
H -0.37 -0.17 6.52 0.105
H 0.46 -1.88 4.12 0.125
H -0.68 -1.61 2.70 0.102
H 1.54 -0.12 3.04 0.108
H 0.57 0.90 4.22 0.094
H -0.74 1.83 2.39 0.091
H -0.99 0.22 1.53 0.108
H 1.91 0.90 1.12 0.086
H 1.09 2.54 1.20 0.131
H 3.29 0.51 -0.36 0.116
H 3.48 0.05 -2.13 0.090
H 2.03 -1.69 0.05 0.125
H 3.57 -2.12 -1.02 0.141
H 0.18 -2.77 -0.61 0.143
H 1.40 -4.10 -1.14 0.151
H -0.73 1.11 -4.65 0.115
H -5.12 3.24 -3.55 0.103
H -5.07 4.53 -2.15 0.115
H -5.93 2.61 -0.51 0.107
H -7.05 2.64 -2.05 0.120
H -5.57 0.26 0.21 0.087
H -4.91 -2.35 -0.27 0.068
H -4.56 -3.10 -2.89 0.087
H -4.96 -1.29 -4.88 0.087
H -5.65 1.29 -4.30 0.092
H -3.75 3.55 0.20 0.130
H -4.05 -1.04 1.28 0.035
H -2.69 -1.87 2.19 0.058
H -5.35 -2.18 3.67 0.087
H -5.50 -2.77 1.92 0.094
H -4.50 -4.85 2.77 0.076
H -2.90 -3.98 2.56 0.073
H -3.67 -4.03 4.25 0.074
C 4.09 -0.29 -11.74 -0.049
O 4.03 -0.86 -10.43 -0.003
C 4.45 -0.04 -9.45 -0.597
O 4.85 1.08 -9.59 0.122
O 4.33 -0.70 -8.28 0.002
C 4.75 0.06 -7.14 -0.051
H 3.73 -1.04 -12.44 0.093
H 3.45 0.59 -11.80 0.098
H 5.12 -0.04 -11.99 0.098
H 4.13 0.95 -7.03 0.081
H 5.80 0.32 -7.22 0.101
H 4.61 -0.57 -6.26 0.092
C 9.59 0.48 -1.60 -0.039
O 8.39 1.21 -1.35 0.000
C 7.49 1.13 -2.35 -0.595
O 7.63 0.52 -3.38 0.118
O 6.41 1.85 -2.00 0.003
C 5.37 1.86 -2.97 -0.058
H 10.24 0.61 -0.73 0.097
H 9.38 -0.58 -1.71 0.085
H 10.11 0.88 -2.47 0.103
H 4.99 0.85 -3.14 0.074
H 5.72 2.31 -3.91 0.103
H 4.55 2.47 -2.59 0.098
C 14.58 -3.16 -2.33 -0.048
O 13.32 -2.51 -2.47 -0.004
C 12.32 -3.34 -2.82 -0.598
O 12.41 -4.53 -3.01 0.124
O 11.19 -2.61 -2.92 -0.012
C 10.03 -3.36 -3.29 -0.043
H 15.31 -2.40 -2.05 0.093
H 14.55 -3.91 -1.54 0.098
H 14.90 -3.60 -3.28 0.099
H 9.82 -4.13 -2.54 0.100
H 10.17 -3.81 -4.27 0.101
H 9.19 -2.67 -3.33 0.088
C -6.86 -4.51 11.22 -0.048
O -7.00 -3.43 10.30 -0.004
C -8.17 -3.42 9.64 -0.599
O -9.06 -4.22 9.76 0.122
O -8.17 -2.36 8.81 -0.007
C -9.36 -2.22 8.04 -0.047
H -5.88 -4.42 11.70 0.093
H -7.62 -4.46 12.00 0.099
H -6.90 -5.47 10.70 0.098
H -10.23 -2.08 8.69 0.099
H -9.50 -3.09 7.39 0.098
H -9.25 -1.34 7.41 0.093
C -2.32 6.03 -1.52 -0.040
O -3.17 7.15 -1.25 0.000
C -2.52 8.25 -0.86 -0.597
O -1.33 8.37 -0.72 0.125
O -3.43 9.22 -0.64 -0.004
C -2.88 10.46 -0.21 -0.048
H -2.95 5.20 -1.83 0.043
H -1.63 6.26 -2.34 0.109
H -1.77 5.74 -0.62 0.102
H -2.21 10.87 -0.97 0.099
H -2.35 10.34 0.74 0.099
H -3.70 11.16 -0.06 0.093
```

***

(5)
Molecular formula: C4H7NO2
Method: DFT, the ωB97M-V functional and the def2-TZVPD basis

Computed properties:
Charge: 0
Gap between HOMO and LUMO in eV: 8.86
Energy relative to the best compared isomer or geometry (same formula, charge and spin) in kJ/mol: 260.8
SMILES string: C=C(N)OCC=O
Highest occupied orbital energy in eV: -8.177
F_max in eV Å⁻¹: 1.2

XYZ file:
```
14
Properties=species:S:1:pos:R:3:lowdin_charge:R:1
C -2.22 -0.66 -0.26 0.020
C -0.97 -0.23 0.01 -0.496
N -0.83 1.13 0.23 0.123
O 0.09 -1.07 0.19 -0.033
C 1.32 -0.53 0.61 -0.151
C 2.09 0.13 -0.52 -0.235
O 3.08 0.80 -0.33 0.064
H -2.59 -1.62 0.06 0.045
H -2.82 -0.07 -0.94 0.050
H -1.79 1.45 0.20 0.100
H -0.08 1.69 -0.18 0.098
H 1.20 0.18 1.44 0.136
H 1.90 -1.39 0.96 0.142
H 1.70 -0.06 -1.54 0.138
```

***

(6)
Molecular formula: NO4P
Method: DFT, the ωB97M-V functional and the def2-TZVPD basis

Computed properties:
Charge: -2
Gap between HOMO and LUMO (spin up / spin down) in eV: 6.90 / 6.89
Energy relative to the best compared isomer or geometry (same formula, charge and spin) in kJ/mol: 28.5
SMILES string: O=NP(=O)([O-])[O-]
Highest occupied orbital energy (spin up / spin down) in eV: 0.717 / 0.727
F_max in eV Å⁻¹: 4.6

XYZ file:
```
6
Properties=species:S:1:pos:R:3:lowdin_charge:R:1
O 2.19 -0.59 0.12 -0.274
N 1.22 -0.02 -0.53 -0.156
P -0.57 0.15 0.05 -0.010
O -0.83 1.63 0.03 -0.498
O -0.78 -0.46 1.42 -0.509
O -1.24 -0.71 -1.09 -0.553
```

***

(7)
Molecular formula: C14H19NO3S
Method: DFT, the ωB97M-V functional and the def2-TZVPD basis

Computed properties:
Charge: 0
Gap between HOMO and LUMO in eV: 8.90
Energy relative to the best compared isomer or geometry (same formula, charge and spin) in kJ/mol: 31.9
SMILES string: COC(=O)c1scc(C)c1NC(=O)C1CCCCC1
Highest occupied orbital energy in eV: -8.575
F_max in eV Å⁻¹: 0.9

XYZ file:
```
38
Properties=species:S:1:pos:R:3:lowdin_charge:R:1
C 4.13 2.83 0.00 -0.045
O 3.72 1.47 0.02 -0.068
C 2.40 1.26 -0.01 -0.508
O 1.58 2.15 -0.06 0.085
C 2.07 -0.15 -0.01 -0.371
S 3.27 -1.38 -0.09 1.085
C 2.05 -2.58 -0.13 -0.350
C 0.78 -2.10 -0.08 -0.288
C -0.43 -2.96 -0.21 -0.034
C 0.78 -0.67 0.01 -0.194
N -0.31 0.17 0.05 0.163
C -1.49 -0.01 0.72 -0.414
O -1.74 -0.97 1.40 0.079
C -2.44 1.18 0.54 -0.223
C -3.80 0.91 1.21 -0.149
C -4.84 0.44 0.19 -0.194
C -4.19 -0.47 -0.84 -0.192
C -3.20 0.33 -1.70 -0.181
C -2.63 1.52 -0.94 -0.159
H 3.80 3.32 -0.92 0.099
H 5.22 2.82 0.05 0.095
H 3.72 3.37 0.86 0.099
H 2.34 -3.61 -0.20 0.075
H -0.14 -3.99 -0.35 0.080
H -1.05 -2.87 0.68 0.069
H -1.03 -2.63 -1.06 0.085
H -0.05 1.13 -0.17 0.117
H -1.95 2.03 1.04 0.153
H -3.65 0.14 1.96 0.109
H -4.16 1.81 1.71 0.113
H -5.63 -0.10 0.72 0.110
H -5.30 1.29 -0.31 0.110
H -3.66 -1.27 -0.31 0.104
H -4.94 -0.94 -1.47 0.108
H -3.70 0.69 -2.60 0.109
H -2.39 -0.33 -2.03 0.101
H -1.70 1.85 -1.40 0.108
H -3.32 2.37 -1.00 0.118
```

***

(8)
Molecular formula: C6H8NO5
Method: DFT, the ωB97M-V functional and the def2-TZVPD basis

Computed properties:
Charge: -1
Gap between HOMO and LUMO in eV: 6.62
Energy relative to the best compared isomer or geometry (same formula, charge and spin) in kJ/mol: 178.0
Highest occupied orbital energy in eV: -3.441
F_max in eV Å⁻¹: 4.8

XYZ file:
```
20
Properties=species:S:1:pos:R:3:lowdin_charge:R:1
C 0.25 0.52 1.17 -0.400
C 3.17 0.52 -1.75 -0.441
C 0.47 2.01 1.38 -0.039
C -1.97 -1.81 0.47 -0.108
C -0.61 -1.52 -0.14 -0.261
C -0.33 -0.09 -0.18 -0.197
N -0.63 0.55 -1.32 -0.448
O 3.20 1.64 -1.82 0.233
O 0.35 -0.34 2.02 -0.007
O 3.24 -0.65 -1.65 0.183
O -0.23 1.74 -1.54 -0.105
O -1.29 -0.04 -2.17 -0.059
H -0.24 2.34 2.27 0.111
H 1.60 2.20 1.66 0.104
H 0.23 2.60 0.53 0.017
H -2.75 -1.11 0.20 0.063
H -1.80 -1.81 1.58 0.079
H -2.33 -2.75 0.13 0.040
H 0.19 -2.04 0.39 0.095
H -0.53 -1.95 -1.25 0.140
```

***

Question: What is the F_max in the fourth record?
Answer: 6.3 eV Å⁻¹

***

Question: Which formula does entry 8 have?
Answer: C6H8NO5

***

Question: Among the records above, which one has the lowest charge?
Answer: NO4P